A molecular structure, C33H37AsCaN4STe in a non-equilibrium geometry, computed with ωB97M-V with the def2-TZVPD basis set.

Atoms and positions in Å:
1 C -0.8549 1.4370 -3.6969
2 H -3.0553 -0.5780 0.0816
3 H 2.6374 4.9986 -1.5365
4 Ca 0.3805 -1.4595 0.0110
5 H -0.2156 1.2181 1.5253
6 H 0.5213 3.8248 -1.9690
7 C 3.3973 0.2207 4.4106
8 H 4.1440 0.1231 5.1891
9 H 4.6939 3.7125 -1.0144
10 H 2.4814 1.9280 5.2595
11 C -1.4080 -4.4758 0.3685
12 C -1.5614 2.4060 -0.8779
13 C 2.6053 3.9173 -1.4888
14 C -2.1155 1.1037 -4.1822
15 C -0.9640 -3.3001 3.1279
16 As -0.3991 0.8881 -1.8813
17 C 2.5069 1.1474 -1.4309
18 H -3.3100 1.4078 -1.6446
19 C 3.2622 -2.4343 1.2083
20 H 4.6066 1.2337 -0.9956
21 N -1.9898 -2.2342 -0.5261
22 C -3.0956 -1.6600 0.2238
23 C -2.0693 3.8715 1.0258
24 N 0.5695 0.6239 1.2708
25 H 0.1025 -5.0809 2.6155
26 H -4.9042 2.4580 -0.1350
27 H 1.0365 2.3344 -4.1920
28 N -0.1363 -3.8968 0.8438
29 H 5.0899 -1.8717 3.9925
30 C 1.4077 3.2543 -1.7251
31 C 1.5224 1.3592 3.3990
32 H 2.4790 0.0621 -1.4945
33 H -2.0964 -4.5094 1.2110
34 C 2.4294 -0.5928 2.3179
35 H -4.1269 4.0182 1.6350
36 H 0.6310 -4.3198 0.3309
37 C -1.6266 2.1816 -6.2751
38 C 4.3309 -1.7617 3.2255
39 H -3.4874 1.2064 -5.8221
40 H 5.0014 -3.4151 2.0571
41 H -1.7112 4.5605 1.7834
42 C -0.3564 2.4872 -5.8068
43 H -1.8689 -1.7658 -1.4274
44 C -3.8500 2.6954 -0.0449
45 C 3.7077 1.8106 -1.1792
46 C 0.0315 2.1147 -4.5245
47 C -3.0645 -1.9659 1.7235
48 N 2.3678 -1.4929 1.2823
49 C -2.0089 -3.6697 -0.7796
50 C 1.3363 1.8592 -1.6824
51 H 0.8132 2.1775 3.4213
52 C 0.0887 -4.0348 2.2842
53 H -0.1229 3.5892 0.2214
54 C -3.4202 3.5735 0.9455
55 Te 0.7138 -1.7700 -2.9105
56 C 1.4869 0.4867 2.3603
57 H -3.8013 -1.3346 2.2185
58 C 3.3929 -0.7057 3.3338
59 H -1.8734 -3.8889 3.2408
60 H -1.4095 -3.8170 -1.6806
61 H 1.0734 -3.6220 2.5092
62 C -2.5036 1.4790 -5.4599
63 C 2.4775 1.2165 4.4445
64 H -3.3420 -2.9971 1.9370
65 H -4.0707 -1.9985 -0.1520
66 H -3.0244 -4.0369 -0.9808
67 H 1.0472 1.1297 0.5164
68 S -1.4668 -1.6487 2.5504
69 H -1.9267 2.4749 -7.2732
70 C 4.2884 -2.6117 2.1735
71 C -1.1649 3.3036 0.1229
72 H 3.1945 -3.0971 0.3490
73 C -2.9335 2.1176 -0.9148
74 H -2.7931 0.5117 -3.5810
75 H -0.5634 -3.1699 4.1332
76 C 3.7600 3.1960 -1.1992
77 H -1.2709 -5.5112 0.0480
78 H 0.3469 3.0086 -6.4445

## Properties
* maximum force: 1.713 eV Å⁻¹
* energy relative to the best compared isomer or geometry (same formula, charge and spin): 0.0000 eV
* Kohn-Sham gap: 4.178 eV
* multiplicity: 1
* E_LUMO: -0.73 eV

Mulliken atomic charge list, values in e, 8 entries:
1 C 0.94
2 H -0.13
3 H 0.40
4 Ca 0.97
5 H 0.04
6 H 0.70
7 C -0.89
8 H 0.41